122
Properties=species:S:1:pos:R:3:lowdin_charge:R:1 method="wB97M-V/def2-TZVPD" multiplicity=1 orbital_gap_ev=7.05 total_charge=-1 max_force_ev_per_a=3.94 lumo_ev=2.04
C 5.8117 -1.3609 -3.0476 -0.125
C 5.8360 -2.0179 -4.4895 -0.248
C 4.4143 -2.6545 -4.8692 -0.260
C 3.7635 -2.0264 -6.1697 -0.296
P 2.5249 -0.5999 -5.8201 0.512
C 0.9391 0.3724 -5.3482 -0.672
Cl -0.4002 0.3585 -6.6141 0.507
C 0.6541 1.0370 -4.1739 -0.700
C -0.7379 1.7165 -3.8569 -0.149
Cl 1.8875 1.1148 -2.8639 0.608
O 2.4751 0.0449 -7.4671 -0.410
C 2.9938 1.3717 -7.5017 -1.041
Br 1.7549 2.8678 -7.7010 0.675
Br 3.8901 1.3339 -9.3323 0.650
C 4.2070 1.3368 -6.4417 -0.561
O 5.2589 0.6628 -7.1824 -0.166
C 4.9653 2.5952 -5.8659 -0.508
Cl 4.8433 2.6598 -4.0156 0.598
C 4.5951 4.0186 -6.3956 -0.296
C 5.6974 5.0478 -5.8297 -0.145
O 3.6815 0.5903 -5.3402 -0.318
H 4.7743 -0.9988 -2.8192 0.065
H 6.1361 -2.1604 -2.3144 0.058
H 6.5386 -0.4949 -2.9895 0.067
H 6.6442 -2.8146 -4.4903 0.095
H 6.1414 -1.2903 -5.2890 0.074
H 3.7321 -2.7142 -3.9791 0.086
H 4.6501 -3.7353 -5.1379 0.091
H 3.2027 -2.8758 -6.6716 0.074
H 4.6004 -1.7632 -6.8760 0.071
H 2.4265 -1.0996 -4.4620 0.010
H 1.5477 -1.5456 -6.3555 0.009
H -1.5884 1.1637 -4.3501 0.048
H -0.7619 2.8086 -4.1013 0.075
H -0.9110 1.5817 -2.7426 0.044
H 5.8596 0.3492 -6.4817 0.088
H 6.0709 2.4530 -6.0513 0.109
H 3.6246 4.3562 -5.9312 0.084
H 4.5950 4.1521 -7.5061 0.098
H 6.6949 4.5305 -5.7485 0.066
H 5.4112 5.4766 -4.8347 0.058
H 5.8291 5.8608 -6.6045 0.067
C -3.7917 -1.2596 2.2866 -0.099
C -2.9062 -0.0365 2.0889 -0.270
C -2.7596 0.3754 0.6240 -0.225
C -2.0961 -0.6635 -0.2834 -0.221
C -0.6962 -1.1034 0.1451 -0.263
C 0.3192 0.0324 0.1430 -0.119
H -3.3726 -2.1440 1.8023 0.070
H -3.8928 -1.4826 3.3521 0.063
H -4.7918 -1.0859 1.8816 0.056
H -1.9243 -0.2172 2.5360 0.099
H -3.3458 0.8021 2.6394 0.082
H -2.1964 1.3132 0.5772 0.104
H -3.7527 0.6034 0.2186 0.101
H -2.0438 -0.2526 -1.2974 0.103
H -2.7369 -1.5490 -0.3525 0.101
H -0.3515 -1.8786 -0.5465 0.108
H -0.7272 -1.5690 1.1358 0.095
H 0.3973 0.4845 -0.8483 0.003
H 1.3069 -0.3455 0.4194 0.067
H 0.0535 0.8132 0.8604 0.067
C -10.9617 0.9729 1.0931 -0.116
C -9.9550 2.1054 1.2511 -0.274
C -8.6926 1.9173 0.4092 -0.228
C -7.8572 0.6813 0.7524 -0.224
C -7.3808 0.5990 2.2027 -0.266
C -6.4551 1.7418 2.5985 -0.095
H -10.5534 0.0194 1.4350 0.065
H -11.8577 1.1784 1.6834 0.067
H -11.2642 0.8634 0.0487 0.074
H -9.6962 2.2228 2.3075 0.097
H -10.4344 3.0410 0.9459 0.103
H -8.0716 2.8142 0.5012 0.102
H -8.9765 1.8585 -0.6473 0.110
H -6.9843 0.6603 0.0906 0.109
H -8.4305 -0.2218 0.5195 0.102
H -6.8432 -0.3447 2.3367 0.088
H -8.2354 0.5635 2.8856 0.100
H -5.5717 1.7705 1.9557 0.069
H -6.1178 1.6104 3.6300 0.047
H -6.9590 2.7089 2.5379 0.071
C -6.0625 0.4884 6.7175 -0.107
C -5.0555 1.6203 6.8749 -0.268
C -3.7910 1.4292 6.0364 -0.223
C -2.9549 0.1941 6.3829 -0.228
C -2.4796 0.1123 7.8337 -0.272
C -1.5548 1.2561 8.2310 -0.114
H -5.6561 -0.4646 7.0630 0.068
H -6.9593 0.6976 7.3054 0.070
H -6.3627 0.3765 5.6725 0.060
H -4.7993 1.7404 7.9318 0.098
H -5.5337 2.5554 6.5659 0.104
H -3.1705 2.3266 6.1278 0.105
H -4.0729 1.3679 4.9794 0.086
H -2.0814 0.1732 5.7218 0.110
H -3.5275 -0.7096 6.1503 0.098
H -1.9417 -0.8316 7.9680 0.104
H -3.3349 0.0767 8.5154 0.098
H -0.6712 1.2855 7.5891 0.076
H -1.2176 1.1270 9.2626 0.068
H -2.0589 2.2228 8.1694 0.065
C 8.2675 -4.8876 2.0508 -0.117
C 7.1447 -4.3143 2.9061 -0.276
C 5.8210 -4.1721 2.1541 -0.231
C 5.8483 -3.2158 0.9588 -0.231
C 6.2760 -1.7835 1.2792 -0.267
C 5.3345 -1.0754 2.2454 -0.110
H 8.5079 -4.2341 1.2097 0.066
H 9.1753 -5.0046 2.6475 0.066
H 7.9944 -5.8698 1.6568 0.074
H 7.4541 -3.3506 3.3213 0.097
H 6.9843 -4.9802 3.7603 0.101
H 5.0481 -3.8514 2.8603 0.100
H 5.5079 -5.1599 1.7978 0.108
H 4.8492 -3.1954 0.5104 0.113
H 6.5139 -3.6160 0.1873 0.097
H 6.3057 -1.2150 0.3445 0.099
H 7.2945 -1.7679 1.6795 0.098
H 4.3180 -1.0416 1.8465 0.072
H 5.6665 -0.0471 2.4088 0.070
H 5.3078 -1.5700 3.2191 0.063